Record 1
Formula: C28H42I3NO16S3
Source: OMol25
Level of theory: ωB97M-V with the def2-TZVPD basis set

Geometry as XYZ:
```
93
Properties=species:S:1:pos:R:3
C 2.17 2.99 -0.01
O 1.81 1.66 -0.31
C 0.83 1.55 -1.30
C 1.35 0.93 -2.61
C 2.25 -0.26 -2.49
O 1.95 -1.36 -2.80
I 4.26 0.12 -1.78
C -0.40 0.76 -0.77
O -0.29 0.53 0.61
C -0.47 -0.74 1.08
O -1.28 -0.94 1.93
C 0.42 -1.76 0.50
C -0.13 -2.98 0.12
C 0.68 -3.98 -0.40
C 2.05 -3.76 -0.53
C 2.59 -2.54 -0.16
C 1.78 -1.54 0.35
O -1.50 1.62 -1.00
C -2.82 1.22 -1.06
C -3.08 -0.29 -1.07
C -3.42 -0.84 -2.44
O -2.69 -1.62 -3.01
O -3.30 1.76 -2.39
C -2.37 2.15 -3.19
N -1.52 2.45 -3.89
C -3.65 1.94 0.01
I -2.56 2.94 1.50
C -4.98 1.95 0.00
C -5.84 1.30 -1.05
I -6.13 2.88 1.48
H 1.32 3.55 0.40
H 2.55 3.51 -0.89
H 2.96 2.95 0.73
H 0.46 2.54 -1.57
H 0.49 0.62 -3.20
H 1.86 1.70 -3.18
H -0.46 -0.18 -1.31
H -1.19 -3.18 0.23
H 0.26 -4.93 -0.68
H 2.69 -4.54 -0.92
H 3.65 -2.38 -0.25
H 2.21 -0.59 0.65
H -3.93 -0.50 -0.42
H -2.26 -0.89 -0.73
H -4.38 -0.55 -2.90
H -5.60 1.68 -2.04
H -6.89 1.54 -0.88
H -5.77 0.21 -1.04
O 4.86 -6.05 -1.08
S 5.94 -6.99 -0.93
O 6.63 -7.07 0.32
O 6.98 -6.75 -2.11
C 7.45 -5.40 -2.32
C 8.51 -4.99 -1.31
C 5.41 -8.59 -1.41
H 6.60 -4.72 -2.31
H 7.86 -5.41 -3.33
H 8.09 -4.90 -0.31
H 8.93 -4.03 -1.60
H 9.31 -5.73 -1.27
H 4.93 -8.53 -2.38
H 4.71 -8.93 -0.65
H 6.28 -9.25 -1.45
O -2.39 6.80 -0.96
S -1.11 6.52 -1.55
O 0.08 6.77 -0.80
O -1.02 7.27 -2.95
C -1.33 8.68 -2.97
C -0.19 9.53 -2.45
C -1.08 4.87 -2.17
H -2.25 8.85 -2.41
H -1.53 8.90 -4.01
H -0.03 9.38 -1.39
H -0.42 10.58 -2.62
H 0.74 9.28 -2.97
H -1.96 4.71 -2.77
H -1.07 4.21 -1.30
H -0.18 4.75 -2.76
O -3.87 0.45 5.71
S -3.92 -0.98 5.58
O -5.17 -1.66 5.76
O -2.84 -1.60 6.57
C -2.87 -1.16 7.95
C -3.97 -1.82 8.75
C -3.17 -1.48 4.08
H -2.95 -0.07 7.97
H -1.89 -1.43 8.34
H -4.95 -1.50 8.41
H -3.86 -1.56 9.80
H -3.92 -2.91 8.64
H -2.20 -1.00 3.98
H -3.83 -1.17 3.27
H -3.06 -2.57 4.09
```

For the total energy, the calculation gives -120770.47074 eV. For the highest occupied orbital energy, the calculation gives -0.3348 Ha. The energy above the lowest of the compared OMol25 structures with the same formula, charge and spin comes out at 0.0 kcal per mole. For the LUMO energy, the calculation gives -0.10 eV.

Atom charges from the Löwdin analysis, given in e for atoms 1 to 2:
1 C -0.061
2 O -0.216



Record 2
Formula: H16O8
Source: OMol25
Level of theory: ωB97M-V with the def2-TZVPD basis set

Geometry as XYZ:
```
24
Properties=species:S:1:pos:R:3
H 0.82 -0.82 0.24
H -0.29 -1.81 0.50
H 2.61 1.63 -1.29
H 2.47 0.31 -0.56
H -1.87 -4.06 -0.41
H -1.31 -4.58 -1.72
H -3.50 0.90 -3.34
H -2.81 0.48 -2.06
H 2.46 2.39 -2.91
H 1.07 2.90 -2.59
H 2.25 2.77 1.79
H 2.42 4.06 2.57
H -0.57 -2.08 4.95
H -1.21 -0.70 4.83
H -1.94 -1.33 -0.26
H -1.84 0.10 0.24
O -0.08 -1.02 -0.01
O 2.84 1.19 -0.46
O -1.04 -4.26 -0.85
O -2.84 0.29 -3.00
O 1.55 2.09 -2.80
O 2.76 3.16 2.51
O -0.39 -1.14 5.08
O -1.55 -0.47 -0.47
```

For the total energy, the calculation gives -16634.08904 eV. For the highest occupied orbital energy, the calculation gives -0.2729 Ha. The energy above the lowest of the compared OMol25 structures with the same formula, charge and spin comes out at 182.7 kcal per mole. For the LUMO energy, the calculation gives -0.01 eV.

Atom charges from the Löwdin analysis, given in e for atoms 1 to 2:
1 H 0.044
2 H 0.064



These records have orbital gap values of 9.015 7.416 eV, in the order they appear.